ORCA calculation (wB97M-V/def2-TZVPD) on a molecular structure, C40H34N7O6STl.

Structure (ORCA input):
```
! RIJCOSX wB97M-V def2-TZVPD def2/J DEFGRID3
* xyz -2 1
Tl -0.607 1.759 -0.018
O 3.656 0.897 2.132
C 3.619 1.606 3.268
C 4.763 1.631 4.072
C 4.783 2.365 5.245
C 3.662 3.092 5.637
C 2.522 3.059 4.845
C 2.470 2.323 3.664
C 1.221 2.266 2.818
O 1.318 1.644 1.692
N 0.178 2.874 3.303
N -0.933 2.846 2.454
C -1.997 3.191 3.069
C -3.355 3.354 2.557
C -4.333 3.634 3.520
C -5.669 3.828 3.218
C -6.053 3.749 1.871
C -5.123 3.485 0.891
C -3.733 3.254 1.172
O -2.911 3.016 0.230
H 2.745 1.058 1.716
H 5.626 1.061 3.748
H 5.680 2.375 5.853
H 3.673 3.669 6.555
H 1.629 3.601 5.129
H -1.887 3.399 4.138
H -4.014 3.695 4.556
H -6.394 4.024 4.000
H -7.094 3.895 1.597
H -5.418 3.418 -0.151
C 3.603 -6.079 -3.086
O 3.073 -6.037 -1.780
C 1.706 -6.108 -1.684
C 1.146 -5.716 -0.468
C -0.221 -5.737 -0.294
C -1.078 -6.156 -1.325
C -0.501 -6.590 -2.506
C 0.882 -6.558 -2.700
N -2.483 -6.300 -1.132
N -3.171 -5.416 -0.527
C -2.778 -4.108 -0.302
C -3.270 -3.547 0.893
C -2.807 -2.373 1.423
C -1.805 -1.583 0.761
O -1.299 -0.573 1.272
C -1.412 -2.070 -0.594
N -0.565 -1.289 -1.288
C -0.266 -1.598 -2.531
C -0.843 -2.689 -3.191
C -1.677 -3.517 -2.484
C -1.931 -3.275 -1.119
H 4.652 -5.804 -3.008
H 3.094 -5.367 -3.743
H 3.529 -7.080 -3.526
H 1.808 -5.374 0.321
H -0.649 -5.401 0.643
H -1.150 -6.940 -3.301
H 1.292 -6.875 -3.650
H -3.995 -4.145 1.437
H -3.171 -2.000 2.372
H 0.443 -0.944 -3.036
H -0.638 -2.868 -4.240
H -2.161 -4.351 -2.974
S 4.120 2.065 -3.260
C 2.784 2.657 -2.276
N 2.228 1.786 -1.525
C 2.824 0.536 -1.666
C 2.432 -0.615 -0.981
C 3.100 -1.796 -1.243
C 4.151 -1.842 -2.167
C 4.557 -0.706 -2.845
C 3.880 0.485 -2.586
H 2.468 3.697 -2.330
H 1.616 -0.562 -0.269
H 2.803 -2.701 -0.727
H 4.656 -2.784 -2.355
H 5.374 -0.742 -3.556
C -1.902 4.122 -2.622
N -1.712 5.175 -1.639
C -2.903 5.728 -1.028
C -0.481 5.482 -1.184
O 0.578 5.083 -1.651
H -2.316 4.526 -3.551
H -2.571 3.366 -2.206
H -0.935 3.671 -2.829
H -3.493 6.264 -1.777
H -2.623 6.424 -0.238
H -3.502 4.927 -0.592
H -0.512 6.157 -0.313
*
```

Strongest force on any atom: 0.392 eV Å⁻¹
Gap between HOMO and LUMO: 0.2076 Eh
E: -2950.14545 a.u.

***

ORCA calculation (wB97M-V/def2-TZVPD) on C14H19N3O4 in the gas phase at a distorted geometry.

Structure (ORCA input):
```
! RIJCOSX wB97M-V def2-TZVPD def2/J DEFGRID3
* xyz 0 1
C 0.265 1.708 0.433
C 1.302 0.578 0.119
C 0.547 2.478 1.714
C -0.219 3.812 1.806
C -0.127 4.443 3.246
C 1.396 -1.846 -0.357
C 2.027 -1.835 -1.772
C 0.314 -2.957 -0.143
C -1.026 -2.689 -0.866
C -2.199 -2.324 -0.207
C -1.034 -3.060 -2.230
C -3.375 -2.410 -0.896
C -2.231 -2.900 -2.967
C -3.445 -2.564 -2.354
H -1.753 1.330 -0.435
H -1.368 1.071 1.464
H 0.373 2.445 -0.406
H 1.593 2.678 1.839
H 0.291 1.819 2.641
H 0.328 4.416 1.040
H -1.331 3.815 1.545
H 0.395 6.245 4.109
H -0.025 6.174 2.311
H -0.259 -0.521 -0.088
H 2.269 -2.099 0.306
H 0.011 -3.119 0.907
H 0.758 -3.944 -0.581
H -2.176 -2.241 0.836
H -0.122 -3.572 -2.645
H -4.296 -2.169 -0.336
H -2.368 -3.282 -4.045
H -4.382 -2.654 -2.923
H 2.965 -0.337 -1.081
N -1.004 1.040 0.471
N 0.044 5.792 3.240
N 0.760 -0.573 -0.163
O 2.524 0.877 0.030
O -0.177 3.723 4.197
O 1.714 -2.640 -2.685
O 3.105 -1.018 -1.850
*
```

Strongest force on any atom: 5.110 eV Å⁻¹
Gap between HOMO and LUMO: 0.3433 Eh
Structure (SMILES): NC(=O)CC[C@H](N)C(=O)N[C@@H](Cc1ccccc1)C(=O)O
E: -1010.09194 a.u.

***

ORCA calculation (wB97M-V/def2-TZVPD) on 3 unconnected molecules or ions with the total composition C4H15NO2 at a distorted geometry.

Structure (ORCA input):
```
! RIJCOSX wB97M-V def2-TZVPD def2/J DEFGRID3
* xyz 0 1
C -0.751 -1.596 -1.496
C -0.654 -0.165 -1.111
C 0.350 0.621 -1.970
C 0.741 1.987 -1.338
N -1.891 0.464 -1.098
H -1.131 -2.271 -0.601
H -1.401 -1.739 -2.404
H 0.260 -2.041 -1.713
H -0.262 -0.104 -0.059
H 1.280 -0.004 -2.088
H -0.048 0.842 -2.975
H 1.468 1.799 -0.599
H 1.310 2.599 -2.109
H -0.232 2.436 -1.169
H -2.372 0.717 -2.015
H -1.809 1.330 -0.586
H 0.062 -5.849 3.600
H 1.122 -4.989 3.203
O 0.873 -5.946 3.105
H 0.810 3.870 3.744
H 1.573 4.117 4.966
O 0.703 3.922 4.714
*
```

Strongest force on any atom: 4.037 eV Å⁻¹
Gap between HOMO and LUMO: 0.3549 Eh
Structure (SMILES): CC[C@H](C)N.O.O
E: -366.58813 a.u.

***

ORCA calculation (wB97M-V/def2-TZVPD) on 2 unconnected molecules or ions with the total composition C7H10BrN4O at a distorted geometry.

Structure (ORCA input):
```
! RIJCOSX wB97M-V def2-TZVPD def2/J DEFGRID3
* xyz 1 1
C 0.502 2.747 0.662
C 0.932 1.726 -1.301
C 0.751 2.973 -0.695
C -2.039 -0.759 0.144
C -1.729 0.225 -0.688
C 0.894 -2.779 0.115
C 0.530 -0.495 -0.523
N 0.479 1.437 0.906
N -1.619 -0.968 1.456
N 0.759 0.807 -0.310
N 0.828 -1.433 0.356
O -1.641 1.083 -1.494
Br 0.762 4.608 -1.482
H 0.570 3.441 1.456
H 1.263 1.593 -2.304
H -2.702 -1.501 -0.208
H 0.167 -3.266 -0.482
H 1.748 -2.964 -0.422
H 1.182 -3.183 1.079
H 0.670 -0.694 -1.581
H -2.202 -1.353 2.173
H -1.179 -0.097 1.871
H 1.075 -1.148 1.273
*
```

Strongest force on any atom: 4.297 eV Å⁻¹
Gap between HOMO and LUMO (alpha / beta): 0.2737 / 0.2737 Eh
E: -3140.64176 a.u.

***

ORCA calculation (wB97M-V/def2-TZVPD) on a molecular structure, C8H14AlF4O6S at a distorted geometry.

Structure (ORCA input):
```
! RIJCOSX wB97M-V def2-TZVPD def2/J DEFGRID3
* xyz -1 1
C -4.599 3.453 -0.090
C -4.137 1.959 -0.599
C -3.979 0.861 0.650
C -3.614 -0.578 -0.039
O -2.576 -1.363 0.640
Al -0.946 -0.446 0.808
S 0.645 -0.961 -0.743
O 1.490 0.297 -1.185
O 1.718 -1.973 -0.182
C -0.060 -1.676 -2.344
F 1.017 -2.151 -3.282
F -0.959 -2.806 -1.921
F -0.835 -0.597 -3.013
H -3.769 3.870 0.653
H -5.659 3.464 0.454
H -4.658 4.162 -1.045
H -3.069 2.013 -1.109
H -4.968 1.505 -1.310
H -3.245 1.225 1.484
H -5.060 0.803 1.151
H -3.428 -0.417 -1.198
H -4.611 -1.232 0.019
H -1.135 1.151 0.829
H -0.344 -0.859 2.247
C 5.504 -1.324 0.018
C 4.973 -1.342 1.411
O 6.049 -0.856 2.180
C 6.736 -0.027 1.346
O 7.563 0.788 1.719
O 6.378 -0.214 0.038
F 4.702 -2.606 1.807
H 6.070 -2.227 -0.231
H 4.714 -1.187 -0.726
H 4.094 -0.707 1.565
*
```

Strongest force on any atom: 8.602 eV Å⁻¹
Gap between HOMO and LUMO: 0.3429 Eh
E: -1804.71206 a.u.

***

ORCA calculation (wB97M-V/def2-TZVPD) on a molecular structure, C6H17NO2Rb at a distorted geometry.

Structure (ORCA input):
```
! RIJCOSX wB97M-V def2-TZVPD def2/J DEFGRID3
* xyz 1 1
Rb -8.076 14.209 -8.212
C -6.885 15.657 -12.753
C -5.742 15.527 -11.776
O -6.231 15.292 -10.490
H -7.572 16.446 -12.450
H -7.430 14.717 -12.668
H -6.592 15.941 -13.764
H -5.233 16.475 -11.950
H -5.041 14.801 -12.188
H -6.296 14.342 -10.364
C -4.077 16.280 -5.485
C -5.414 15.688 -5.894
C -6.396 16.760 -6.185
O -7.677 16.165 -6.224
C -8.689 17.162 -6.083
N -5.213 14.998 -7.137
H -3.656 16.775 -6.360
H -3.376 15.516 -5.148
H -4.129 17.038 -4.703
H -5.725 15.026 -5.086
H -6.234 17.347 -7.089
H -6.250 17.382 -5.301
H -9.681 16.709 -6.059
H -8.669 17.975 -6.808
H -8.687 17.560 -5.068
H -4.477 14.322 -6.990
H -4.878 15.719 -7.760
*
```

Strongest force on any atom: 3.022 eV Å⁻¹
Gap between HOMO and LUMO: 0.3549 Eh
E: -467.89781 a.u.

***

ORCA calculation (wB97M-V/def2-TZVPD) on a molecular structure, C20H20B3MnO28 at a distorted geometry.

Structure (ORCA input):
```
! RIJCOSX wB97M-V def2-TZVPD def2/J DEFGRID3
* xyz -1 6
Mn -0.892 -1.706 -0.180
O 1.157 -1.245 0.609
C 2.144 -0.427 0.570
O 2.178 0.712 1.179
B 3.566 1.239 1.107
O 4.296 0.402 0.095
C 3.493 -0.626 -0.213
O 3.708 -1.513 -1.087
O 4.266 1.122 2.425
C 4.697 2.301 2.790
O 5.123 2.644 3.931
C 4.240 3.329 1.684
O 3.694 2.687 0.694
O 4.499 4.520 1.712
O -0.297 -0.220 -1.658
C 0.188 0.808 -2.215
O 1.242 1.422 -1.801
B 1.460 2.652 -2.559
O 0.497 2.505 -3.666
C -0.300 1.562 -3.443
O -1.258 1.304 -4.149
O 2.824 2.817 -3.032
C 3.339 3.905 -2.482
O 4.477 4.327 -2.642
C 2.279 4.532 -1.505
O 1.215 3.833 -1.705
O 2.441 5.504 -0.736
O 1.555 5.691 2.223
C 0.500 5.046 2.022
O 0.161 3.898 2.473
B -1.082 3.433 1.829
O -1.564 4.610 1.101
C -0.665 5.544 1.162
O -0.770 6.576 0.571
O -2.074 2.917 2.787
C -2.365 1.590 2.560
O -2.991 0.879 3.321
C -1.460 1.162 1.413
O -0.852 2.295 0.999
O -1.260 0.029 0.995
C -1.140 -2.684 -3.507
O -0.943 -2.966 -2.069
C -0.740 -4.375 -1.888
C -0.630 -4.643 -0.365
O 0.149 -3.619 0.378
C 1.254 -4.213 1.194
H -0.323 -3.034 -4.138
H -1.085 -1.596 -3.555
H -2.086 -3.024 -3.928
H 0.117 -4.852 -2.363
H -1.632 -4.890 -2.246
H -0.141 -5.585 -0.114
H -1.645 -4.699 0.029
H 1.748 -3.488 1.840
H 1.995 -4.671 0.538
H 0.918 -5.022 1.843
C -1.307 -2.444 2.773
O -1.916 -2.308 1.490
C -3.339 -2.184 1.475
C -3.704 -2.285 -0.028
O -2.872 -1.443 -0.853
C -3.551 -0.414 -1.538
H -1.594 -3.402 3.205
H -1.674 -1.727 3.507
H -0.232 -2.265 2.791
H -3.696 -1.245 1.897
H -3.816 -3.000 2.017
H -4.770 -2.197 -0.234
H -3.471 -3.348 -0.093
H -2.861 0.363 -1.866
H -4.372 -0.028 -0.934
H -4.050 -0.774 -2.438
*
```

Strongest force on any atom: 5.954 eV Å⁻¹
Gap between HOMO and LUMO (alpha / beta): 0.2676 / 0.2675 Eh
E: -4107.09272 a.u.

***

ORCA calculation (wB97M-V/def2-TZVPD) on 2 unconnected molecules or ions with the total composition C3H12NO at a distorted geometry.

Structure (ORCA input):
```
! RIJCOSX wB97M-V def2-TZVPD def2/J DEFGRID3
* xyz 1 1
C -0.829 -1.648 -0.081
C -1.160 -1.508 1.422
N -0.688 -0.287 -0.724
H 0.142 -2.162 -0.202
H -1.672 -2.213 -0.504
H -2.183 -1.078 1.714
H -0.455 -0.899 1.869
H 0.077 -0.373 -1.425
H -1.534 0.041 -1.099
H -0.365 0.321 -0.030
H -1.250 -2.532 1.843
C 1.540 2.433 -0.618
O 1.437 1.060 -0.031
H 2.237 0.831 0.403
H 1.630 3.234 0.059
H 0.664 2.464 -1.246
H 2.407 2.314 -1.349
*
```

Strongest force on any atom: 4.367 eV Å⁻¹
Gap between HOMO and LUMO: 0.4329 Eh
E: -251.21564 a.u.